[1]
C3H3NO | ωB97M-V/def2-TZVPD

Bonds (Å) are listed after each position.
Atoms and positions in Å:
1 C 0.948 0.375 -0.457  N3 1.386, H4 1.099, C5 1.614, C8 1.414
2 O 3.291 -0.095 -0.043  C8 1.164
3 N 0.363 1.443 0.205  C1 1.386, C5 1.413
4 H 0.667 0.054 -1.470  C1 1.099
5 C -0.427 0.285 0.384  C1 1.614, N3 1.413, H6 1.148, H7 1.046
6 H -1.188 0.147 -0.465  C5 1.148
7 H -0.533 -0.227 1.289  C5 1.046
8 C 2.136 -0.211 0.037  C1 1.414, O2 1.164

Output
Multiplicity: 1
Frontier orbital gap (alpha / beta): 7.10 / 8.45 eV
LUMO level (alpha / beta): -1.03 / -0.51 eV
HOMO (alpha / beta): -8.133 / -8.965 eV


[2]
C3H3NO | ωB97M-V/def2-TZVPD

Bonds (Å) are listed after each position.
Atoms and positions in Å:
1 H 0.710 0.952 1.058  C8 1.083
2 C -1.851 -0.026 -0.113  H3 1.072, N6 1.153
3 H -1.420 -0.080 -1.093  C2 1.072
4 O 1.270 -0.088 -1.873  C7 1.170
5 H 1.293 -0.830 1.190  C8 1.082
6 N -2.312 0.037 0.942  C2 1.153
7 C 1.213 -0.016 -0.706  O4 1.170, C8 1.310
8 C 1.097 0.052 0.596  H1 1.083, H5 1.082, C7 1.310

Output
Multiplicity: 1
Frontier orbital gap: 10.38 eV
LUMO level: 0.72 eV
HOMO: -9.651 eV
SMILES: C=C=O.C#N


[3]
C3H3NO | ωB97M-V/def2-TZVPD

Bonds (Å) are listed after each position.
Atoms and positions in Å:
1 H 1.658 0.658 0.482  C3 1.041
2 O 0.416 -0.947 -0.027  C3 1.402, N4 1.605
3 C 0.969 0.327 -0.223  H1 1.041, O2 1.402, C7 1.517, H8 1.068
4 N -1.182 -0.803 0.012  O2 1.605, C5 1.337, H6 0.972
5 C -1.535 0.486 -0.029  N4 1.337, C7 1.309
6 H -1.382 -1.359 0.783  N4 0.972
7 C -0.342 0.994 0.149  C3 1.517, C5 1.309
8 H 1.400 0.644 -1.148  C3 1.068

Output
Multiplicity: 1
Frontier orbital gap (alpha / beta): 7.79 / 7.79 eV
LUMO level (alpha / beta): -1.20 / -1.20 eV
HOMO (alpha / beta): -8.994 / -8.994 eV
SMILES: C1#CNOC1


One value per record, in order, for E_tot: -6692.198 -6695.199 -6689.008 eV.
One value per record, in order, for energy above the lowest of the compared OMol25 structures with the same formula, charge and spin: 414.30 124.74 722.06 kJ/mol.